1.
104
Properties=species:S:1:pos:R:3:forces:R:3 method="wB97M-V/def2-TZVPD" smiles="C=CN(N)C[C@H](OCCCCCCCCC[Si](C)(C)c1ccccc1)P(=O)(O)O.Fc1ccccc1.Fc1ccccc1.Fc1ccccc1" orbital_gap_ev=8.82 lumo_energy_ev=0.552 largest_force_ev_per_a=0.83 energy_ha=-2859.44627
C 6.65228 4.07781 0.12656 0.1 -0.1 -0.1
C 7.25860 2.90202 0.24392 -0.3 0.3 0.1
N 6.61271 1.65639 0.00174 0.8 0.0 -0.3
N 6.11040 1.59529 -1.32892 -0.4 0.3 0.2
C 7.46754 0.52449 0.33040 -0.2 -0.1 0.1
C 6.67233 -0.73512 0.72241 -0.2 0.1 -0.1
O 5.41532 -0.80922 0.06929 0.1 0.0 -0.1
C 5.09905 -2.09532 -0.45929 -0.1 -0.2 0.2
C 3.60603 -2.13026 -0.76282 0.1 0.0 0.1
C 3.21865 -3.12188 -1.87428 0.0 0.1 0.1
C 2.51904 -4.38976 -1.37380 0.1 0.1 0.0
C 1.06600 -4.15054 -0.92500 0.1 0.0 0.1
C 0.85160 -4.21536 0.58757 -0.2 -0.1 -0.1
C -0.55257 -3.76617 1.02103 0.3 -0.1 0.1
C -0.67619 -2.25097 1.26669 0.0 0.0 -0.4
C -1.27090 -1.45500 0.08994 -0.1 -0.3 0.1
Si -2.05491 0.20870 0.48299 -0.1 0.1 0.0
C -2.88026 0.26654 2.17884 0.1 0.2 -0.1
C -3.37638 0.55248 -0.81221 0.6 0.2 0.2
C -0.82657 1.63009 0.37509 0.1 -0.1 0.0
C -0.17294 2.15898 1.49156 -0.1 -0.2 0.0
C 0.69442 3.23152 1.38081 0.1 0.2 0.0
C 0.92032 3.81610 0.14338 0.0 0.1 -0.1
C 0.29124 3.30402 -0.98101 0.0 0.0 -0.1
C -0.56358 2.21968 -0.86220 -0.1 0.0 0.0
P 6.31525 -0.92056 2.49855 -0.2 -0.2 -0.1
O 6.05952 -2.31170 2.92479 0.0 0.3 0.0
O 7.56648 -0.25601 3.25114 0.1 -0.2 0.1
O 5.11002 0.08977 2.73796 0.1 -0.2 0.2
H 5.61488 4.14043 -0.17920 0.1 0.0 0.0
H 7.19177 4.99866 0.30646 0.0 -0.1 0.0
H 8.30607 2.84579 0.53153 -0.1 0.0 0.1
H 6.82750 1.24645 -1.96070 0.0 -0.1 0.0
H 5.32859 0.95741 -1.32161 0.0 -0.1 0.0
H 8.10008 0.80269 1.17465 0.0 -0.1 0.0
H 8.14607 0.27729 -0.50126 -0.1 0.0 -0.1
H 7.25946 -1.62097 0.45706 0.2 0.0 0.1
H 5.69353 -2.28550 -1.36228 0.0 0.1 0.0
H 5.35567 -2.85750 0.28566 0.0 0.0 -0.1
H 3.08936 -2.39351 0.16304 -0.1 0.1 0.0
H 3.29969 -1.10876 -1.00151 0.0 -0.1 -0.1
H 2.55152 -2.61510 -2.57606 0.0 -0.1 -0.1
H 4.11299 -3.40020 -2.43850 0.0 0.0 0.0
H 2.54567 -5.13520 -2.17164 0.0 0.0 0.0
H 3.09612 -4.80559 -0.53910 0.0 -0.1 -0.1
H 0.73144 -3.18306 -1.31151 0.0 0.0 0.0
H 0.41517 -4.90644 -1.37389 0.0 0.1 0.0
H 1.59376 -3.60974 1.11444 0.0 0.0 0.0
H 1.01480 -5.25067 0.90569 0.1 0.1 0.0
H -0.80700 -4.30452 1.93820 0.0 0.1 0.0
H -1.27391 -4.09159 0.26480 -0.1 0.0 0.1
H -1.27302 -2.08300 2.16362 0.0 0.0 0.0
H 0.32831 -1.86164 1.45765 -0.1 0.1 0.3
H -0.50860 -1.32691 -0.68545 -0.1 0.1 0.0
H -2.06842 -2.05135 -0.37394 0.0 0.0 0.0
H -2.58018 -0.51496 2.87503 0.0 0.0 0.0
H -2.65354 1.23024 2.64358 0.0 -0.1 0.0
H -3.96362 0.22841 2.04816 0.0 -0.1 0.1
H -2.94091 0.45271 -1.80948 -0.2 -0.1 0.0
H -4.23063 -0.11366 -0.70011 -0.1 0.0 -0.1
H -3.67706 1.59501 -0.68941 -0.2 -0.1 -0.1
H -0.34822 1.72840 2.47196 0.0 0.0 0.0
H 1.18893 3.63301 2.25723 0.0 -0.1 0.0
H 1.57801 4.67164 0.04820 0.0 0.0 0.0
H 0.44325 3.75530 -1.95349 0.1 0.0 0.0
H -1.05243 1.84906 -1.75698 0.0 0.0 0.0
H 7.96788 -0.94035 3.80461 0.1 0.1 0.1
H 4.51488 -0.29435 3.39786 -0.1 0.2 -0.1
F -4.50389 -4.69066 1.95690 0.0 0.0 0.0
C -4.12783 -5.95254 2.25050 0.0 -0.1 0.0
C -3.34319 -6.17081 3.36443 0.0 0.1 0.1
C -2.95753 -7.46975 3.66114 0.0 0.0 0.0
C -3.35326 -8.52232 2.84706 0.0 0.0 0.0
C -4.14085 -8.27334 1.73155 0.0 0.0 0.0
C -4.53741 -6.97960 1.42468 0.0 0.0 -0.1
H -3.04228 -5.33489 3.98151 0.0 0.0 0.0
H -2.34471 -7.65770 4.53246 0.0 0.0 0.0
H -3.04857 -9.53313 3.08135 0.0 0.0 0.0
H -4.45008 -9.08989 1.09295 0.0 0.0 0.0
H -5.15425 -6.76318 0.56314 0.0 0.0 0.0
F 0.60181 6.13513 -2.94466 0.0 0.0 0.0
C -0.70244 6.40342 -3.18109 0.0 0.0 0.0
C -1.63958 6.02920 -2.24006 -0.1 0.0 0.1
C -2.97528 6.31360 -2.48964 0.0 0.0 0.0
C -3.34872 6.95355 -3.66366 0.0 0.0 0.0
C -2.38278 7.31489 -4.59283 0.0 0.0 0.0
C -1.04304 7.04196 -4.35609 0.0 0.0 0.0
H -1.33072 5.52764 -1.33337 0.0 0.0 0.0
H -3.72490 6.03170 -1.76201 0.0 0.0 0.0
H -4.39124 7.17062 -3.85332 0.0 0.0 0.0
H -2.67062 7.81253 -5.50934 0.0 0.0 0.0
H -0.27184 7.31772 -5.06222 0.0 0.0 0.0
F -5.74305 5.29822 -0.43939 0.0 0.0 0.0
C -6.50948 4.18953 -0.53675 0.0 0.0 0.0
C -7.72286 4.27659 -1.18833 0.0 0.0 0.0
C -8.49958 3.13161 -1.28812 0.0 0.0 0.0
C -8.06077 1.93323 -0.74156 0.0 0.0 0.0
C -6.83607 1.87624 -0.09102 -0.1 0.0 0.0
C -6.04734 3.01275 0.01455 0.1 0.0 0.1
H -8.04454 5.22158 -1.60416 0.0 0.0 0.0
H -9.45256 3.17767 -1.79791 0.0 0.0 0.0
H -8.67246 1.04514 -0.82380 0.0 0.0 0.0
H -6.49065 0.94406 0.33540 0.0 0.0 0.0
H -5.08772 2.99530 0.51329 0.0 0.0 0.0



2.
162
Properties=species:S:1:pos:R:3:forces:R:3 method="wB97M-V/def2-TZVPD" orbital_gap_ev=7.59 lumo_energy_ev=-3.240 largest_force_ev_per_a=9.55 energy_ha=-8359.03324 charge=+1
C 3.89087 -2.13867 5.56511 0.1 1.2 -0.8
C 2.68936 -1.25991 4.95370 -1.4 -1.3 0.8
Cl 3.19702 0.27459 4.11983 -0.4 -1.5 0.8
C 1.33710 -1.61936 4.99917 2.0 0.5 -0.2
Cl 0.96801 -3.22828 5.81984 0.1 2.0 -1.1
C 0.10435 -0.80041 4.43716 0.0 0.2 1.6
C 0.06227 0.74311 4.96296 -1.3 -0.1 -1.6
C -1.43436 1.26888 4.56485 0.7 -0.4 0.9
B -1.60518 2.87873 4.79429 0.1 1.5 0.7
O -2.52020 3.38225 5.80331 0.4 -0.8 -2.7
O -0.88802 3.85208 4.02539 -2.0 -1.6 0.6
C -1.85759 0.91129 3.06967 -2.8 1.9 1.8
O -3.06458 0.11646 3.11468 1.5 1.1 -0.9
C -3.94257 0.43910 2.00830 -2.0 -0.8 -1.2
C -5.39052 -0.25979 2.16987 -0.4 0.7 -0.7
C -6.31688 0.20461 0.91737 0.4 -0.3 1.0
C -6.14997 0.23484 3.48641 1.0 -0.3 0.2
C -5.75692 -0.54083 4.82902 -1.7 -0.2 0.9
C -6.98853 -0.30420 5.87296 0.0 -0.7 0.2
C -5.66480 -2.14396 4.64681 0.4 1.0 -1.1
N -0.78705 0.28183 2.23209 1.0 -0.9 -1.5
C 0.23210 1.25462 1.69337 0.2 3.1 0.0
O 0.35057 1.09688 0.24735 0.5 1.5 1.1
C 0.64481 2.32388 -0.36968 0.1 -0.1 -2.9
F -0.53626 3.05711 -0.60993 2.7 -1.2 1.2
F 1.60418 3.08893 0.28338 -2.4 -1.5 -1.1
F 1.14568 2.00419 -1.64951 -1.0 0.8 3.2
C -0.15971 -0.95135 2.86479 -0.6 -2.1 1.0
Br 1.38718 -1.62868 1.80730 -1.2 0.6 0.4
H 3.57343 -2.75379 6.45986 0.2 0.7 -1.4
H 4.32404 -2.76878 4.70911 -0.8 0.7 1.4
H 4.73590 -1.44293 5.89208 -1.3 -0.8 -0.5
H -0.81952 -1.26252 4.94846 1.4 0.5 -0.9
H 0.17217 0.81052 6.09097 0.2 -0.2 -1.6
H 0.77241 1.41946 4.38737 -0.5 -1.0 1.2
H -2.16559 0.77490 5.30300 0.9 0.5 -1.5
H -3.33051 3.62074 5.29118 0.5 0.0 1.0
H -1.46334 4.65018 4.01725 1.0 -0.3 0.2
H -2.16862 1.89962 2.56623 0.9 -1.5 0.2
H -3.50727 0.06336 1.02206 -0.3 0.4 1.1
H -4.15796 1.55444 1.88490 0.6 -1.2 0.5
H -5.29462 -1.38746 2.06955 0.0 1.4 0.5
H -7.33113 -0.32630 1.01302 1.6 0.8 -0.2
H -6.48050 1.32535 1.05018 0.1 -1.4 -0.6
H -5.83295 -0.08341 -0.06769 -0.7 0.6 1.1
H -7.27912 0.14398 3.35686 1.5 0.0 -0.1
H -5.90531 1.35400 3.61748 -0.5 -1.5 -0.2
H -4.83536 -0.09169 5.32220 -0.9 -0.8 -0.9
H -7.42849 -1.32703 6.16340 0.6 1.5 -0.4
H -7.85027 0.27842 5.41130 1.2 -0.5 0.7
H -6.63946 0.16587 6.84788 -0.5 -0.4 -1.3
H -4.66762 -2.39776 4.13801 -1.4 0.1 0.9
H -5.80668 -2.67953 5.63525 0.4 0.6 -1.3
H -6.49150 -2.45478 3.90826 1.1 0.3 1.2
H -1.27242 -0.09000 1.38298 0.3 0.4 0.5
H 1.22700 1.23090 2.23881 -1.3 -0.7 -0.8
H -0.18039 2.31979 1.84552 0.4 -1.7 0.2
H -0.96088 -1.76647 2.74334 1.3 1.3 0.1
O -5.25763 -2.82055 -5.35458 0.1 1.7 -3.8
P -5.68024 -1.34629 -5.40883 -1.2 -0.4 9.5
O -4.61121 -0.83027 -4.25092 0.5 0.1 -0.6
C -3.22692 -0.82403 -4.55915 0.2 0.1 0.1
C -2.87845 0.28364 -5.53590 0.0 0.0 -0.1
O -7.00146 -1.49939 -4.42383 -0.3 0.2 -1.4
C -7.67048 -2.74474 -4.27278 -0.1 -0.4 0.4
C -7.15792 -3.47255 -3.04240 0.1 0.0 0.1
O -6.16545 0.29509 -5.54251 0.9 -1.6 -3.3
C -6.29762 0.80170 -6.87127 -0.3 0.5 -0.4
C -7.25902 -0.01976 -7.70923 -0.1 0.0 0.1
H -2.91873 -1.79910 -4.95056 0.0 0.0 0.0
H -2.69016 -0.66288 -3.62056 -0.2 0.0 0.0
H -3.27983 0.05878 -6.52897 0.1 0.0 -0.1
H -1.79594 0.39369 -5.62921 -0.1 0.0 0.0
H -3.30798 1.23597 -5.21655 0.1 -0.1 0.0
H -7.57794 -3.35669 -5.17268 0.1 0.0 0.1
H -8.73498 -2.52979 -4.14575 0.1 0.2 0.0
H -6.07589 -3.61661 -3.07871 -0.1 0.0 -0.2
H -7.63574 -4.44990 -2.94294 0.0 0.1 0.0
H -7.36435 -2.88924 -2.14056 -0.1 0.0 -0.1
H -5.31334 0.84217 -7.34648 0.0 0.1 0.0
H -6.66663 1.82735 -6.79015 0.1 -0.1 0.2
H -6.86276 -1.02547 -7.89226 0.1 0.0 -0.1
H -7.42994 0.45654 -8.67735 0.0 -0.1 0.0
H -8.21686 -0.13920 -7.19707 0.1 0.1 0.0
O 8.09407 3.91932 -0.81775 -3.5 -2.4 -1.1
P 7.09554 3.84696 0.33917 6.1 5.2 5.0
O 7.01152 5.47787 0.61539 -0.6 -0.3 -0.4
C 6.39592 6.30245 -0.36068 -0.1 0.3 -0.1
C 4.89026 6.11397 -0.37940 -0.1 -0.1 0.0
O 8.17580 3.45691 1.52839 -1.1 -0.9 -0.5
C 9.41768 2.83185 1.22470 0.7 0.1 0.0
C 10.51861 3.86992 1.11230 0.0 0.2 0.0
O 5.90555 3.67231 1.56871 -1.0 -1.7 -3.0
C 4.81798 2.80289 1.26856 -0.3 -0.3 0.2
C 5.27971 1.40625 0.89472 0.1 -0.1 0.1
H 6.82455 6.10877 -1.34921 0.0 0.0 0.0
H 6.62919 7.33724 -0.09931 0.1 -0.1 0.1
H 4.63221 5.13163 -0.78896 0.0 0.0 -0.1
H 4.41107 6.87280 -1.00159 0.0 -0.1 0.0
H 4.47708 6.16723 0.63073 0.1 0.1 -0.1
H 9.34355 2.22049 0.32272 0.0 0.2 0.0
H 9.64998 2.15171 2.04925 -0.2 0.1 0.1
H 10.27963 4.63409 0.36958 0.0 -0.2 -0.1
H 11.46650 3.40170 0.83771 0.0 0.0 0.0
H 10.64821 4.38997 2.06531 0.0 -0.2 0.0
H 4.21555 3.23575 0.46422 -0.1 0.0 0.0
H 4.18840 2.75310 2.16222 0.1 0.2 0.0
H 5.82731 1.41236 -0.05372 0.0 0.0 -0.1
H 4.42409 0.73408 0.78629 0.1 0.0 -0.1
H 5.95512 1.00369 1.65375 -0.1 0.0 0.0
O 11.31019 2.54463 5.35609 3.6 -0.1 2.3
P 11.04836 2.22285 6.82886 -8.9 -0.5 -1.8
O 10.19126 0.82440 6.58915 0.8 0.0 0.1
C 10.87207 -0.31144 6.08144 0.0 -0.3 -0.1
C 11.79257 -0.92077 7.12248 0.1 0.0 0.1
O 9.77148 3.25326 7.04408 1.2 0.2 0.6
C 9.57956 4.37889 6.19637 -0.3 0.2 -0.4
C 8.60975 4.04037 5.07987 -0.1 -0.1 -0.1
O 10.91251 1.93665 8.51711 3.4 0.5 -1.3
C 12.11046 2.09602 9.27690 0.3 0.1 0.6
C 12.72506 3.47223 9.10444 -0.1 0.1 0.0
H 11.42863 -0.04943 5.17564 0.0 0.0 0.0
H 10.11003 -1.04190 5.79831 -0.1 0.2 0.0
H 12.65105 -0.26658 7.30449 0.1 0.0 0.0
H 12.17343 -1.88762 6.78670 0.0 0.1 0.0
H 11.27310 -1.05268 8.07440 0.0 0.0 -0.1
H 10.53060 4.74920 5.80777 -0.1 -0.2 -0.1
H 9.15572 5.17960 6.80922 0.0 -0.2 0.1
H 8.94249 3.17519 4.50274 0.1 0.1 0.0
H 8.49008 4.88685 4.39973 0.0 -0.1 0.0
H 7.63045 3.78183 5.49262 0.1 0.1 0.0
H 12.82694 1.31851 8.99671 0.0 0.0 0.1
H 11.84945 1.94055 10.32691 -0.1 -0.1 -0.2
H 13.08947 3.61604 8.08098 0.1 0.0 0.0
H 13.56945 3.60491 9.78480 0.0 0.0 -0.1
H 11.98662 4.25447 9.29642 0.0 -0.1 0.1
O -7.01542 -5.01699 -11.70074 3.5 -0.1 2.5
P -7.33518 -5.39407 -10.25281 -8.8 -0.6 -2.2
O -8.18190 -6.78013 -10.57692 0.8 0.1 0.2
C -7.48284 -7.89836 -11.09945 0.0 -0.3 -0.1
C -6.60403 -8.54742 -10.04648 0.1 0.0 0.1
O -8.61997 -4.36978 -10.04925 1.2 0.3 0.6
C -8.77946 -3.21378 -10.86075 -0.3 0.1 -0.4
C -9.70655 -3.50849 -12.02552 -0.1 -0.1 -0.1
O -7.53678 -5.74068 -8.58259 3.4 0.5 -1.1
C -6.36917 -5.60971 -7.77261 0.2 0.2 0.5
C -5.75002 -4.22945 -7.87331 0.1 -0.1 -0.2
H -6.89141 -7.60467 -11.97270 0.0 0.0 0.0
H -8.23378 -8.61590 -11.43843 -0.1 0.2 0.0
H -5.75246 -7.90212 -9.80738 0.1 0.0 0.0
H -6.21133 -9.50220 -10.40245 0.0 0.1 0.0
H -7.16027 -8.71286 -9.12091 0.0 0.0 -0.1
H -7.81400 -2.83049 -11.19874 -0.1 -0.2 -0.1
H -9.22678 -2.43582 -10.23472 0.0 -0.1 0.1
H -9.35157 -4.35182 -12.62116 0.2 0.1 0.1
H -9.80014 -2.63658 -12.67724 0.0 0.0 0.0
H -10.70039 -3.78056 -11.65996 0.1 0.1 0.0
H -5.64185 -6.37726 -8.05258 0.0 0.0 0.1
H -6.66973 -5.80189 -6.73908 -0.1 0.0 -0.1
H -5.34813 -4.05048 -8.87805 0.0 -0.1 -0.1
H -4.93429 -4.12023 -7.15868 -0.1 0.0 -0.1
H -6.49669 -3.45512 -7.68222 0.0 -0.1 0.1



3.
48
Properties=species:S:1:pos:R:3:forces:R:3 method="wB97M-V/def2-TZVPD" orbital_gap_ev=4.53 de_lowest_kcal_mol=8.70 lumo_energy_ev=-0.420 largest_force_ev_per_a=3.01 energy_ha=-2591.45497
Sc 1.47621 0.31217 0.21879 1.7 0.8 0.4
N -0.42753 3.91025 2.39621 -2.1 1.5 0.2
C 0.29541 2.99140 1.73439 2.1 -2.0 0.8
S -0.12175 2.55652 0.00256 0.3 -0.7 0.1
N 1.30467 2.49085 2.39622 0.4 -0.4 -1.8
N 2.16451 1.61692 1.71286 -2.8 -0.2 -0.3
C 3.34046 1.20211 2.27412 2.2 -0.5 -1.0
C 4.20677 0.54396 1.37478 -1.6 0.0 1.8
C 5.48443 -0.02826 1.66593 0.8 -1.5 -2.0
C 6.13985 -0.77354 0.67106 -1.6 1.8 1.6
C 5.61296 -0.75085 -0.64851 -1.1 0.3 -0.8
C 4.37655 -0.16998 -0.85978 2.3 -1.4 -0.8
N 3.61205 0.20539 0.15351 -2.1 1.5 0.5
H -1.25020 4.35501 1.98397 0.7 -0.4 0.5
H -0.16118 4.07002 3.36687 -0.3 0.0 -0.7
H 3.60895 1.30244 3.31363 -0.2 0.4 0.1
H 5.89919 0.09210 2.63931 0.3 0.0 0.6
H 7.06824 -1.25260 0.86385 0.6 -0.3 0.2
H 6.13550 -1.21091 -1.47488 0.2 0.2 -0.1
H 3.99971 0.02310 -1.85817 -0.1 -0.5 -0.2
C -3.21143 -2.75974 2.12158 0.2 1.0 -0.1
C -3.16271 -1.48226 2.69284 0.3 0.1 0.0
C -2.67437 -0.36875 2.00470 0.0 -1.3 -0.4
C -2.27835 -0.49744 0.67985 -0.1 -0.3 -0.9
C -2.43253 -1.77164 0.05447 0.7 0.4 0.6
C -2.80627 -2.90027 0.79023 0.1 0.0 -0.2
Si -1.86170 1.08237 -0.31581 -0.9 -0.2 0.6
C -2.08854 0.59018 -2.13650 0.8 -0.3 0.8
C -3.43325 0.37635 -2.34051 -1.5 0.3 0.1
C -3.98168 0.24986 -3.61581 -0.6 -0.7 0.2
C -3.17491 0.14282 -4.73839 1.1 0.8 0.9
C -1.78418 0.27360 -4.51887 -0.8 -0.5 0.6
C -1.24823 0.37901 -3.22184 0.8 0.9 -1.2
H -3.56037 -3.58067 2.73179 0.1 -0.2 -0.1
H -3.41534 -1.30696 3.72754 -0.2 -0.3 0.1
H -2.56675 0.56295 2.50930 0.0 0.6 0.4
H -2.14283 -1.92466 -0.98523 0.0 0.2 0.2
H -2.70797 -3.88604 0.30432 -0.4 0.6 0.3
H -2.98609 1.98175 0.12960 0.4 -0.2 -0.4
H -4.11460 0.30240 -1.47005 0.3 0.4 -0.6
H -5.07201 0.21282 -3.68847 0.4 -0.2 -0.1
H -3.59191 0.00932 -5.72836 0.1 0.2 0.0
H -1.11646 0.32702 -5.35160 0.4 -0.4 -0.4
H -0.13890 0.37157 -3.16470 -0.9 0.3 0.2
O 0.96511 -1.59188 -0.81100 -0.7 -0.6 2.8
C 0.68475 -2.01244 0.39805 0.2 1.8 -0.4
O 0.55803 -1.18023 1.39619 0.5 -1.6 -2.0
H 0.57869 -3.08514 0.62001 0.0 0.2 -0.3